Record 1
5 unconnected molecules or ions with the total composition C33H66INO4S2Si, computed with ωB97M-V/def2-TZVPD.

Properties
E_tot (eV): -82611.710
LUMO level (eV): -0.777
HOMO energy (eV): -9.257
SMILES string: CCCCCCCCCCCCC[Si@@](I)(CCCS)N=C=S.C1CCOC1.C1CCOC1.C1CCOC1.C1CCOC1

Positions of all 108 atoms, in Å:
C -3.388 -5.525 -3.150
C -3.403 -4.273 -2.077
C -3.374 -2.794 -2.828
C -3.934 -1.636 -1.762
C -2.779 -0.508 -1.424
C -2.579 -0.252 0.214
C -1.027 -0.458 0.702
C -0.443 0.733 1.673
C -0.963 0.670 3.227
C -0.086 -0.301 4.216
C 1.495 0.105 4.369
C 2.242 -1.228 5.048
C 3.639 -0.822 5.850
Si 5.205 -0.837 4.710
I 5.182 1.396 3.535
C 6.884 -0.872 5.683
C 7.269 -2.336 6.315
C 6.658 -2.621 7.814
S 5.541 -4.143 7.651
N 5.156 -2.111 3.418
C 5.148 -1.378 2.224
S 5.292 -0.947 0.553
H -4.314 -5.393 -3.891
H -2.355 -5.569 -3.729
H -3.467 -6.522 -2.517
H -2.453 -4.277 -1.358
H -4.347 -4.320 -1.367
H -4.018 -2.750 -3.806
H -2.240 -2.603 -3.132
H -4.454 -2.095 -0.818
H -4.780 -1.057 -2.373
H -1.741 -0.945 -1.789
H -3.028 0.490 -1.994
H -3.256 -1.032 0.791
H -3.030 0.808 0.432
H -0.271 -0.533 -0.218
H -0.980 -1.526 1.229
H 0.735 0.791 1.565
H -0.850 1.758 1.216
H -0.991 1.765 3.646
H -2.059 0.200 3.191
H -0.263 -1.425 3.911
H -0.563 -0.188 5.303
H 2.015 0.469 3.385
H 1.553 1.005 5.148
H 1.476 -1.715 5.821
H 2.428 -2.075 4.234
H 3.730 -1.540 6.791
H 3.545 0.292 6.260
H 7.728 -0.621 4.878
H 6.945 0.017 6.470
H 7.033 -3.242 5.580
H 8.454 -2.347 6.434
H 7.561 -2.959 8.514
H 6.130 -1.696 8.301
H 5.199 -4.237 6.271
C 3.572 1.690 -1.812
C 4.633 2.742 -2.008
C 3.835 3.897 -2.572
O 2.514 3.798 -2.022
C 2.380 2.519 -1.386
H 3.841 0.924 -1.081
H 3.360 1.194 -2.767
H 5.061 3.021 -1.038
H 5.449 2.426 -2.664
H 3.749 3.826 -3.662
H 4.268 4.869 -2.319
H 2.378 2.683 -0.303
H 1.428 2.064 -1.672
C 3.575 6.756 -6.790
C 4.035 5.337 -7.003
C 5.498 5.418 -6.623
O 5.613 6.443 -5.626
C 4.378 7.170 -5.576
H 2.497 6.851 -6.641
H 3.857 7.371 -7.653
H 3.507 4.668 -6.314
H 3.879 4.972 -8.021
H 6.115 5.713 -7.478
H 5.881 4.474 -6.226
H 3.865 6.894 -4.649
H 4.583 8.244 -5.555
C -6.978 -5.418 1.526
C -5.971 -6.275 2.249
C -4.713 -6.034 1.442
O -4.805 -4.704 0.915
C -6.142 -4.225 1.116
H -7.841 -5.144 2.138
H -7.341 -5.944 0.635
H -5.835 -5.905 3.272
H -6.248 -7.331 2.301
H -4.646 -6.725 0.595
H -3.805 -6.130 2.044
H -6.112 -3.471 1.910
H -6.506 -3.753 0.200
C -6.067 3.947 -3.365
C -6.881 3.220 -2.326
C -6.713 1.776 -2.746
O -5.423 1.669 -3.363
C -4.916 2.992 -3.592
H -5.740 4.941 -3.050
H -6.652 4.054 -4.286
H -6.440 3.374 -1.334
H -7.927 3.534 -2.287
H -7.464 1.489 -3.490
H -6.776 1.084 -1.902
H -4.107 3.168 -2.875
H -4.507 3.060 -4.603

=====

Record 2
12 unconnected molecules or ions with the total composition C33H66O27, computed with ωB97M-V/def2-TZVPD.

Properties
E_tot (eV): -90568.568
LUMO level (eV): 0.402
HOMO energy (eV): -9.478
SMILES string: O=C1OCCO1.O=C1OCCO1.O=C1OCCO1.O=C1OCCO1.O=C1OCCO1.O=C1OCCO1.COCCOC.COCCOC.COCCOC.CO.CO.CO

Positions of all 126 atoms, in Å:
O 4.196 -23.021 17.062
C 4.654 -23.470 16.047
O 4.274 -23.156 14.803
C 4.860 -24.161 13.891
C 6.105 -24.643 14.695
O 5.648 -24.316 16.019
H 4.113 -24.936 13.730
H 5.123 -23.715 12.981
H 6.975 -24.044 14.489
H 6.453 -25.727 14.692
O -0.737 -13.439 15.589
C -0.116 -14.107 16.358
O -0.649 -14.855 17.397
C 0.348 -15.580 18.072
C 1.673 -14.870 17.600
O 1.215 -14.256 16.405
H 0.168 -15.551 19.116
H 0.290 -16.594 17.659
H 2.469 -15.551 17.370
H 2.070 -14.124 18.288
O 6.596 -22.230 12.593
C 5.913 -21.487 11.910
O 5.985 -20.204 11.996
C 5.149 -19.463 11.064
C 4.244 -20.689 10.555
O 4.905 -21.838 11.117
H 4.598 -18.722 11.637
H 5.787 -18.994 10.327
H 4.165 -20.714 9.483
H 3.262 -20.560 10.993
O 4.749 -17.481 15.234
C 4.066 -16.848 14.499
O 3.312 -15.713 14.844
C 2.349 -15.396 13.894
C 2.981 -16.030 12.666
O 3.883 -17.035 13.210
H 1.441 -15.947 14.190
H 2.138 -14.311 13.731
H 3.556 -15.512 11.948
H 2.201 -16.518 12.105
O 8.105 -18.070 18.135
C 7.468 -18.885 17.603
O 7.662 -19.420 16.425
C 6.487 -20.178 16.020
C 5.973 -20.609 17.417
O 6.426 -19.502 18.212
H 5.778 -19.455 15.627
H 6.805 -20.955 15.338
H 6.386 -21.561 17.718
H 4.888 -20.613 17.479
O 2.211 -19.219 12.450
C 2.193 -19.450 13.613
O 1.411 -18.876 14.553
C 1.605 -19.444 15.896
C 2.823 -20.358 15.644
O 2.976 -20.344 14.264
H 1.749 -18.534 16.502
H 0.741 -19.983 16.306
H 2.694 -21.362 15.983
H 3.693 -19.820 16.051
C 0.748 -23.188 16.756
O 0.318 -22.516 15.593
C -1.006 -22.189 15.528
C -1.365 -22.020 14.064
O -1.244 -23.322 13.470
C 0.035 -23.632 12.992
H 1.741 -23.539 16.519
H 0.110 -24.054 17.027
H 0.871 -22.500 17.595
H -1.367 -21.303 16.081
H -1.649 -22.996 15.915
H -0.673 -21.306 13.597
H -2.418 -21.751 13.985
H 0.846 -23.240 13.638
H 0.139 -23.320 11.915
H 0.013 -24.715 12.956
C -1.710 -22.222 19.520
O -1.292 -20.921 19.169
C -2.437 -20.059 18.979
C -1.800 -18.736 18.611
O -1.037 -18.861 17.388
C -1.842 -18.506 16.239
H -0.884 -22.840 19.834
H -2.192 -22.659 18.581
H -2.364 -22.215 20.376
H -2.928 -19.931 19.941
H -3.150 -20.425 18.232
H -0.989 -18.458 19.329
H -2.598 -18.036 18.441
H -1.294 -18.909 15.378
H -1.898 -17.427 16.222
H -2.836 -18.971 16.206
C -4.241 -12.722 14.212
O -3.482 -13.630 13.407
C -2.343 -12.973 12.842
C -1.885 -13.866 11.657
O -2.758 -13.607 10.623
C -2.956 -14.755 9.736
H -4.602 -11.891 13.635
H -3.570 -12.298 14.993
H -5.114 -13.232 14.585
H -1.596 -12.852 13.607
H -2.566 -11.932 12.501
H -1.916 -14.914 12.053
H -0.884 -13.661 11.384
H -2.124 -15.015 9.057
H -3.830 -14.457 9.091
H -3.260 -15.588 10.359
C 2.061 -21.183 19.941
O 1.606 -20.196 19.040
H 1.821 -22.207 19.634
H 3.141 -21.219 20.073
H 1.542 -21.045 20.898
H 0.642 -20.263 19.055
C -4.062 -17.043 13.028
O -4.575 -16.012 12.253
H -4.115 -16.876 14.127
H -4.602 -17.977 12.755
H -3.017 -17.250 12.777
H -4.348 -15.137 12.677
C 3.064 -17.226 20.859
O 2.018 -17.379 19.902
H 3.152 -16.167 21.255
H 2.863 -17.884 21.748
H 4.047 -17.493 20.420
H 2.063 -18.209 19.472

=====

Q: LUMO level of number 1 (C33H66INO4S2Si)?
A: -0.777 eV

=====

Q: The lowest LUMO level belongs to which entry?
A: C33H66INO4S2Si

=====

Q: Among the records above, which one has the highest LUMO level?
A: C33H66O27